(1)
Formula: C42H33O28
Source: OMol25
Level of theory: ωB97M-V/def2-TZVPD

Geometry (Å):
C (6.00931, -2.85909, 1.61706)
C (6.09058, -1.52826, 0.93903)
O (6.62987, -1.37926, -0.10870)
O (5.59532, -0.46582, 1.60436)
C (4.19347, -0.50332, 1.98364)
C (3.22968, -1.02700, 0.93346)
C (2.79308, -2.48554, 1.08222)
C (1.27005, -2.69669, 1.10611)
O (0.53296, -1.67411, 1.13744)
O (0.89722, -3.90146, 1.08945)
H (5.29713, -2.82826, 2.42781)
H (6.98053, -3.17341, 1.97571)
H (5.62223, -3.56533, 0.89228)
H (4.06603, -1.00675, 2.94046)
H (3.94695, 0.53270, 2.16598)
H (3.63581, -0.82096, -0.05432)
H (2.33223, -0.42061, 1.01771)
H (3.17399, -2.90281, 2.00971)
H (3.17837, -3.08782, 0.26651)
C (6.18070, -3.06507, 8.15347)
C (5.45817, -3.26030, 7.04013)
C (5.82603, -2.61461, 5.72811)
O (5.12455, -2.86385, 4.76915)
C (6.98272, -1.73794, 5.68489)
C (7.69927, -1.54283, 6.79910)
C (7.34694, -2.20746, 8.10478)
O (8.07051, -1.98060, 9.05854)
O (8.76837, -0.76060, 6.85511)
O (4.38085, -4.02312, 6.99462)
H (5.92806, -3.52408, 9.09845)
H (7.22658, -1.26702, 4.74234)
H (9.08667, -0.80831, 7.77701)
H (4.05405, -3.98871, 6.07325)
C (-4.45880, -3.82359, 1.54391)
C (-5.31931, -3.85596, 0.52452)
C (-4.96093, -3.34441, -0.83889)
O (-5.84193, -3.44465, -1.69702)
C (-3.66811, -2.78765, -1.04895)
C (-2.75976, -2.73919, -0.03429)
C (-3.11509, -3.27349, 1.34897)
O (-2.29736, -3.21350, 2.23313)
O (-1.58093, -2.23969, -0.20092)
O (-6.56134, -4.33519, 0.61560)
H (-4.71275, -4.18791, 2.52923)
H (-3.43613, -2.41331, -2.03598)
H (-0.99449, -2.31884, 0.62514)
H (-6.94332, -4.22902, -0.27839)
C (5.41361, 4.81400, 3.06360)
C (5.16802, 3.50238, 3.21465)
C (4.02798, 3.00080, 4.06978)
O (3.86744, 1.79905, 4.14057)
C (3.19784, 3.97371, 4.76075)
C (3.45300, 5.27880, 4.61160)
C (4.57556, 5.77923, 3.74116)
O (4.71441, 6.98845, 3.65726)
O (2.75159, 6.23692, 5.20496)
O (5.89533, 2.55990, 2.63697)
H (6.21972, 5.18690, 2.45877)
H (2.39342, 3.60313, 5.38006)
H (3.15450, 7.07727, 4.91273)
H (5.51468, 1.69377, 2.88204)
C (-7.32733, -2.27037, -6.24813)
C (-7.25069, -2.80017, -5.01180)
C (-8.49167, -3.23344, -4.25991)
O (-8.32320, -3.73630, -3.17096)
C (-9.78912, -3.02470, -4.88270)
C (-9.84844, -2.49243, -6.10925)
C (-8.61452, -2.09383, -6.87291)
O (-8.78371, -1.62793, -7.99054)
O (-10.99237, -2.28542, -6.74918)
O (-6.11345, -2.96460, -4.37550)
H (-6.45162, -1.95709, -6.79812)
H (-10.67098, -3.31565, -4.32948)
H (-10.74449, -1.89734, -7.60978)
H (-6.28690, -3.31456, -3.46698)
C (-12.00485, 1.04474, -4.88676)
C (-11.30646, 1.26391, -6.00977)
C (-11.63808, 2.39245, -6.95205)
O (-10.93965, 2.52229, -7.93893)
C (-12.76506, 3.24985, -6.63376)
C (-13.46376, 3.02900, -5.51254)
C (-13.11766, 1.91359, -4.55949)
O (-13.80387, 1.80468, -3.56036)
O (-14.50570, 3.75903, -5.14373)
O (-10.28065, 0.51696, -6.38154)
H (-11.77242, 0.23808, -4.20592)
H (-13.00480, 4.04778, -7.32191)
H (-14.81175, 3.38003, -4.29669)
H (-9.95235, 0.88774, -7.22494)
C (9.90223, 3.55018, -1.47487)
C (9.10027, 3.61122, -0.40157)
C (7.83781, 4.43447, -0.39539)
O (7.17699, 4.41824, 0.62527)
C (7.49334, 5.18927, -1.58394)
C (8.29564, 5.12644, -2.65473)
C (9.55076, 4.29105, -2.66840)
O (10.20591, 4.29012, -3.69509)
O (8.06444, 5.78276, -3.78170)
O (9.33747, 2.96391, 0.72500)
H (10.80815, 2.96175, -1.49132)
H (6.59173, 5.78472, -1.56422)
H (8.79840, 5.54938, -4.38265)
H (8.58727, 3.16059, 1.32140)

Atomic forces in eV per Å
C -0.897 -0.033 -0.006
C 0.032 -0.365 0.542
O 0.699 0.284 -1.016
O -0.322 0.450 0.077
C -0.292 0.163 0.073
C 0.099 -0.102 0.185
C 0.045 0.439 -0.187
C -0.430 -1.192 -0.031
O -0.211 -0.293 0.063
O 0.242 1.124 -0.031
H 0.118 -0.079 0.322
H 0.246 0.002 -0.006
H 0.204 -0.268 -0.137
H 0.118 -0.272 0.092
H 0.149 0.239 0.006
H 0.108 0.027 -0.172
H -0.225 0.015 0.009
H 0.028 -0.177 0.144
H 0.066 -0.266 -0.043
C 0.104 0.028 0.123
C 0.003 -0.050 0.201
C 0.285 0.277 -0.080
O -0.206 -0.118 0.075
C -0.066 -0.016 -0.130
C -0.035 0.042 -0.204
C -0.283 -0.226 0.100
O 0.133 0.114 -0.015
O 0.061 0.021 0.052
O -0.025 -0.015 -0.084
H -0.022 -0.018 -0.009
H 0.007 0.010 0.006
H 0.000 -0.021 0.055
H -0.024 0.008 -0.034
C 0.120 0.010 0.044
C -0.103 -0.085 0.208
C 0.520 0.250 -0.147
O -0.238 -0.148 0.005
C -0.332 -0.063 -0.114
C 0.108 0.024 -0.232
C -0.285 -0.116 0.072
O 0.114 0.117 0.021
O -0.408 -0.340 0.339
O -0.039 -0.013 -0.008
H 0.007 -0.016 -0.001
H 0.095 0.010 0.014
H 0.655 0.512 -0.175
H 0.006 0.017 -0.073
C -0.082 0.173 0.220
C 0.115 0.117 -0.100
C -0.161 0.152 0.120
O 0.114 -0.039 0.104
C -0.020 -0.135 0.016
C -0.134 -0.136 0.089
C 0.216 -0.194 -0.215
O -0.091 0.094 0.117
O -0.002 0.069 0.009
O -0.019 -0.027 0.116
H 0.055 -0.007 -0.106
H -0.018 0.012 -0.012
H 0.039 0.035 -0.045
H 0.014 -0.040 -0.074
C -0.126 0.052 -0.223
C 0.258 0.145 -0.057
C -0.066 0.025 -0.083
O -0.190 -0.097 0.137
C 0.071 -0.025 0.135
C -0.219 -0.157 0.269
C 0.396 0.024 0.066
O -0.193 0.062 -0.087
O -0.036 -0.075 -0.154
O -0.329 -0.088 -0.123
H 0.033 -0.013 0.031
H -0.013 -0.014 -0.024
H 0.058 0.043 -0.038
H 0.258 0.112 0.174
C -0.105 -0.020 0.143
C -0.019 -0.140 0.194
C -0.241 0.240 -0.008
O 0.108 -0.114 -0.031
C 0.071 0.025 -0.116
C 0.032 0.116 -0.181
C 0.277 -0.276 -0.014
O -0.153 0.105 0.029
O -0.059 0.011 0.064
O 0.102 0.149 -0.117
H 0.032 -0.009 -0.017
H -0.013 0.015 0.016
H 0.008 -0.034 0.047
H 0.044 -0.008 -0.017
C 0.108 0.033 -0.139
C 0.155 -0.151 -0.077
C -0.129 0.142 -0.222
O 0.115 0.038 -0.019
C -0.095 0.025 0.120
C -0.177 0.065 0.092
C 0.168 -0.235 0.277
O -0.041 0.122 -0.142
O 0.033 0.020 -0.076
O -0.031 0.050 0.072
H -0.015 -0.032 0.019
H -0.007 -0.006 -0.030
H 0.045 -0.041 -0.018
H -0.072 -0.053 -0.003

Computed properties:
Largest force on an atom ... 1.267 eV Å⁻¹
LUMO level ... -0.4 eV
HOMO energy ... -5.390 eV
Total charge ... -1
Kohn-Sham gap ... 4.96 eV

---

(2)
Formula: C42H34AsIrN2O6
Source: OMol25
Level of theory: ωB97M-V/def2-TZVPD

Geometry (Å):
Ir (-0.47666, 0.29897, 0.07237)
O (0.61698, 1.76118, 1.17400)
C (-0.07724, 2.48285, 1.98701)
C (0.26785, 3.86155, 2.09805)
C (-0.41548, 4.71124, 2.92231)
C (-1.47881, 4.26756, 3.73478)
C (-1.82148, 2.94579, 3.68703)
C (-1.17049, 2.04536, 2.81747)
C (-1.42458, 0.64404, 2.92206)
N (-1.00768, -0.18734, 2.03439)
C (-0.79808, -1.58208, 2.44091)
C (-0.82222, -2.41174, 1.18051)
N (0.01536, -1.67685, 0.24336)
C (1.01596, -2.23730, -0.33441)
C (1.86538, -1.65745, -1.32435)
C (2.83995, -2.51782, -1.87975)
C (3.72564, -2.09722, -2.83182)
C (3.66121, -0.75613, -3.24988)
C (2.73372, 0.10923, -2.74109)
C (1.77602, -0.30223, -1.77057)
O (0.93369, 0.59227, -1.38622)
H (1.08320, 4.20899, 1.47829)
H (-0.12668, 5.75544, 2.95314)
H (-1.99416, 4.95433, 4.39128)
H (-2.60801, 2.56057, 4.32818)
H (-1.85165, 0.25709, 3.85092)
H (-1.50910, -1.88374, 3.21255)
H (0.21179, -1.64614, 2.85798)
H (-1.84780, -2.43195, 0.80125)
H (-0.49363, -3.44507, 1.29546)
H (1.19506, -3.28782, -0.10071)
H (2.86255, -3.54598, -1.53400)
H (4.45893, -2.77122, -3.25167)
H (4.36370, -0.39782, -3.99340)
H (2.68033, 1.13943, -3.06588)
C (-5.05513, 1.95749, -4.08102)
C (-5.17665, 2.12014, -2.71225)
C (-4.39040, 1.36559, -1.85047)
C (-3.47463, 0.45496, -2.36072)
C (-3.34058, 0.30388, -3.73533)
C (-4.13861, 1.04577, -4.58983)
As (-2.39512, -0.56607, -1.10273)
C (-1.91274, -2.16239, -2.08986)
C (-2.40018, -3.45167, -1.91331)
C (-1.88141, -4.49556, -2.66954)
C (-0.88352, -4.25620, -3.60372)
C (-0.39053, -2.97056, -3.77700)
C (-0.89760, -1.92742, -3.01735)
C (-3.87384, -0.96630, 0.09902)
C (-4.86747, -1.89132, -0.21031)
C (-5.96170, -2.04943, 0.62806)
C (-6.09482, -1.25751, 1.76009)
C (-5.14191, -0.28909, 2.03738)
C (-4.03722, -0.14423, 1.20914)
H (-5.66615, 2.54501, -4.75428)
H (-5.87661, 2.83793, -2.30417)
H (-4.49458, 1.50760, -0.78254)
H (-2.60954, -0.37685, -4.14747)
H (-4.03147, 0.92146, -5.65984)
H (-3.15692, -3.66682, -1.17127)
H (-2.26042, -5.49953, -2.52614)
H (-0.48433, -5.07348, -4.19057)
H (0.40322, -2.77776, -4.48739)
H (-0.49516, -0.92393, -3.13033)
H (-4.81952, -2.46863, -1.12393)
H (-6.72214, -2.77997, 0.38392)
H (-6.95429, -1.37727, 2.40694)
H (-5.26160, 0.36828, 2.88960)
H (-3.31956, 0.64048, 1.40341)
O (-1.06009, 1.74021, -2.75330)
C (-1.34021, 2.46368, -1.80503)
O (-1.18529, 2.18820, -0.55011)
C (-1.99110, 3.80199, -2.03749)
C (-2.16243, 4.23262, -3.34438)
C (-2.85018, 5.41094, -3.64345)
C (-3.35308, 6.11270, -2.57615)
O (-4.06321, 7.28538, -2.59158)
C (-4.42613, 7.54094, -1.23612)
O (-3.76656, 6.58823, -0.41130)
C (-3.17631, 5.68888, -1.27001)
C (-2.49975, 4.54045, -0.95931)
H (-1.75846, 3.61482, -4.13462)
H (-2.98802, 5.75276, -4.65975)
H (-5.50971, 7.43018, -1.12772)
H (-4.09943, 8.54423, -0.96060)
H (-2.35257, 4.20687, 0.05847)

Atomic forces in eV per Å
Ir -0.147 0.130 -0.350
O 0.477 -0.749 0.291
C -0.222 0.357 -0.036
C 0.014 -0.131 0.088
C 0.002 0.045 0.018
C 0.014 -0.013 0.004
C -0.006 0.012 -0.040
C 0.062 -0.094 -0.346
C 0.692 0.359 0.140
N -1.290 0.000 -0.008
C 0.238 0.102 -0.061
C -0.203 0.106 -0.085
N 0.815 0.354 0.535
C -0.343 -0.198 -0.339
C 0.100 0.109 0.144
C 0.048 0.008 -0.030
C -0.034 -0.083 0.035
C 0.035 0.101 -0.051
C -0.026 -0.056 -0.018
C 0.169 0.046 0.036
O -0.339 -0.039 -0.216
H -0.002 0.006 -0.011
H -0.016 0.000 -0.009
H 0.000 0.002 -0.002
H -0.014 0.006 -0.012
H 0.125 -0.026 0.053
H -0.120 -0.053 -0.118
H -0.049 0.007 0.130
H 0.046 -0.105 -0.075
H 0.141 0.053 0.160
H -0.023 -0.015 -0.057
H 0.020 0.001 0.009
H -0.002 -0.011 0.017
H -0.012 0.006 -0.002
H -0.011 0.004 -0.001
C 0.008 -0.007 -0.050
C 0.026 -0.010 0.066
C -0.011 0.037 -0.026
C 0.065 0.024 0.007
C -0.088 -0.058 0.021
C -0.008 0.010 -0.013
As -0.043 -0.096 -0.105
C -0.021 0.123 -0.095
C 0.075 -0.021 0.081
C 0.002 -0.006 -0.004
C 0.001 0.004 -0.002
C 0.007 0.011 0.000
C -0.023 -0.004 -0.049
C 0.006 -0.063 -0.057
C -0.020 -0.035 0.003
C -0.001 0.000 -0.012
C -0.006 -0.006 0.003
C 0.002 0.009 0.004
C -0.019 -0.010 0.015
H 0.001 0.000 0.002
H 0.000 0.006 -0.009
H 0.002 0.000 0.000
H -0.002 -0.005 0.005
H -0.005 0.006 -0.001
H -0.003 0.010 -0.010
H 0.003 -0.001 0.005
H -0.003 -0.002 0.001
H 0.002 -0.003 0.002
H -0.013 -0.007 -0.010
H 0.018 0.004 0.006
H -0.006 0.005 -0.002
H 0.003 0.002 0.003
H -0.008 -0.008 0.005
H 0.010 0.009 -0.011
O -0.031 0.087 0.061
C 0.227 0.080 -0.174
O -0.276 -0.308 0.565
C -0.030 -0.061 -0.067
C 0.018 -0.003 -0.007
C 0.002 0.006 0.035
C -0.031 -0.017 0.021
O 0.058 0.009 -0.021
C 0.002 -0.015 -0.001
O 0.047 -0.008 0.000
C -0.045 0.016 -0.002
C 0.034 0.040 0.006
H -0.016 -0.008 -0.003
H -0.004 0.005 0.001
H 0.004 0.016 0.008
H -0.040 0.008 0.004
H -0.012 -0.007 0.008

Computed properties:
Largest force on an atom ... 1.290 eV Å⁻¹
LUMO level ... 0.0 eV
HOMO energy ... -7.237 eV
Total charge ... 0
Kohn-Sham gap ... 7.26 eV
Energy above the lowest of the compared OMol25 structures with the same formula, charge and spin ... 0.052 eV

---

> Which formula does entry 1 have?

C42H33O28

---

> Among the records above, which one has the lowest Kohn-Sham gap?

C42H33O28